8 unconnected molecules or ions with the total composition C37H85BN3O19P2, computed with wB97M-V/def2-TZVPD.

Values from the calculation:
LUMO energy: -0.09298 Eh
Energy above the lowest of the compared OMol25 structures with the same formula, charge and spin: 66.63 kcal per mole
Molecular weight: 948.85 u
Charge: +1
F_max: 4.85 eV Å⁻¹

Each line ends with the Mulliken charge.
Element x y z (Å)
C1 5.2159 -0.1503 0.2588  -0.47
O1 4.6103 -1.3607 -0.2502  -0.50
C2 3.6609 -0.9399 -1.2872  -0.96
C3 2.3833 -1.8370 -1.2034  0.28
C4 2.0623 -2.1674 -2.7368  0.16
P1 3.3457 -3.3536 -3.5040  -0.02
C5 2.5642 -5.0669 -3.5279  -0.85
O2 3.5283 -2.9471 -5.1227  -0.55
O3 2.0647 -0.8567 -3.2964  -0.19
C6 0.8868 -0.0859 -2.8768  0.43
B1 0.0521 -0.3159 -4.2792  0.44
O4 -0.5976 0.6944 -5.0026  -0.69
O5 -0.1213 -1.6144 -4.8452  -0.45
P2 1.5165 1.6771 -2.9932  1.04
O6 2.4982 1.6791 -4.1185  -0.77
O7 0.4218 2.8489 -3.3648  -0.56
O8 2.3193 2.2762 -1.6796  -0.67
C7 0.2066 -0.5667 -1.5372  -0.48
N1 -0.9737 -1.4415 -1.6984  0.08
C8 -0.5060 0.7199 -0.8844  -0.09
C9 -1.6789 1.3750 -1.6929  -0.76
C10 -3.1249 0.8235 -1.3040  -0.91
C11 -3.5839 1.2904 0.1395  -1.09
N2 -4.2720 0.1565 0.7848  0.52
C12 -3.7199 -0.5542 1.8250  -0.51
C13 -4.7342 -1.5887 2.0798  -0.72
C14 -5.8607 -1.3475 1.1531  -0.66
C15 -5.5113 -0.2023 0.3114  -0.42
N3 1.1334 -1.2706 -0.5377  1.82
C16 0.5495 -2.4537 0.1976  -1.36
C17 0.3723 -3.8693 -0.4245  0.56
C18 -1.1521 -4.3543 -0.5805  -1.06
C19 -1.4762 -4.6474 -2.1070  -0.15
O9 -1.4787 -6.0876 -2.3188  -0.38
C20 -2.5021 -6.3906 -3.2175  0.26
O10 -2.2935 -6.7665 -4.3282  -0.46
C21 1.6495 -0.3966 0.5733  -1.08
C22 0.7974 -0.1203 1.8628  -0.45
O11 1.3767 -0.7064 3.0681  -0.23
C23 0.4461 -1.6294 3.5925  0.16
O12 -0.4190 -1.2207 4.2990  -0.45
H1 4.4646 0.4692 0.8307  0.13
H2 6.0616 -0.3622 0.9522  0.28
H3 5.6366 0.4811 -0.5760  0.29
H4 3.5463 0.1585 -1.1768  0.32
H5 4.2744 -1.0851 -2.2188  0.32
H6 2.7761 -2.7401 -0.6579  0.57
H7 1.0793 -2.6839 -2.8835  -0.36
H8 3.2643 -5.8348 -3.9334  0.45
H9 2.1894 -5.3625 -2.5165  0.24
H10 1.6710 -5.0521 -4.2114  0.29
H11 4.1855 -2.2388 -5.2300  0.38
H12 -1.5129 0.3807 -5.1269  0.35
H13 -0.7812 -2.1077 -4.3199  0.32
H14 0.4763 2.9478 -4.3378  0.36
H15 1.9620 3.1296 -1.3689  0.36
H16 -1.5972 -1.3712 -0.8848  -0.04
H17 -1.6108 -1.1791 -2.4456  0.73
H18 -1.0398 0.4175 0.0659  -0.78
H19 0.2002 1.5202 -0.5603  0.58
H20 -1.7209 2.4490 -1.3485  0.29
H21 -1.6010 1.4354 -2.7980  0.33
H22 -3.2484 -0.2683 -1.4864  0.47
H23 -3.8190 1.3397 -2.0276  0.48
H24 -4.2462 2.1858 0.1064  0.30
H25 -2.6755 1.5743 0.7324  0.43
H26 -2.7526 -0.4096 2.3361  0.59
H27 -4.6728 -2.3873 2.8516  0.41
H28 -6.8087 -1.9174 1.0695  0.40
H29 -6.0918 0.2800 -0.4999  0.44
H30 -0.4319 -2.2419 0.7062  0.71
H31 1.2531 -2.6305 1.0604  0.64
H32 0.7818 -4.6472 0.2838  0.50
H33 0.8564 -4.1099 -1.3906  -1.19
H34 -1.3426 -5.3124 -0.0457  0.64
H35 -1.8656 -3.5606 -0.2287  0.25
H36 -2.4524 -4.1947 -2.4314  0.41
H37 -0.6943 -4.2385 -2.8001  -0.05
H38 -3.5599 -6.2598 -2.8595  0.41
H39 2.5510 -0.8763 1.0582  0.68
H40 2.0248 0.5980 0.2225  0.85
H41 -0.2722 -0.4267 1.8497  -0.41
H42 0.7953 0.9868 2.0638  0.30
H43 0.4875 -2.7202 3.3407  0.36
C24 4.7821 3.7654 -4.9575  -0.59
C25 5.4105 3.9428 -6.3263  -0.49
O13 6.8304 3.9804 -6.2232  -0.52
H44 5.0753 4.5811 -4.2928  0.28
H45 3.6940 3.7418 -5.0277  0.11
H46 5.1238 2.8372 -4.4927  0.34
H47 5.0846 4.8804 -6.7783  0.31
H48 5.1280 3.1214 -6.9930  0.29
H49 7.1166 3.1467 -5.8331  0.29
C26 3.9205 -0.2713 5.4732  -1.21
C27 4.5176 -0.0717 4.0937  0.22
O14 5.9366 -0.0074 4.1734  -0.59
H50 4.2092 0.5458 6.1372  0.33
H51 2.8302 -0.3173 5.4243  0.26
H52 4.2912 -1.1958 5.9250  0.34
H53 4.1622 0.8628 3.6550  0.23
H54 4.2396 -0.8955 3.4256  0.09
H55 6.2454 -0.8386 4.5527  0.33
C28 3.1801 6.9545 -3.6738  -0.64
C29 2.9450 7.8076 -2.4422  -0.34
O15 3.7235 7.3291 -1.3490  -0.52
H56 2.9221 5.9123 -3.4719  -0.02
H57 2.5817 7.3092 -4.5156  0.37
H58 4.2347 6.9725 -3.9605  0.32
H59 1.8961 7.7704 -2.1457  0.29
H60 3.2120 8.8513 -2.6348  0.27
H61 4.6507 7.3728 -1.6100  0.30
C30 -5.6798 4.2629 3.3892  -1.03
C31 -4.2827 3.9945 2.8698  -0.11
O16 -4.2344 4.1592 1.4507  -0.48
H62 -6.3983 3.5858 2.9212  0.30
H63 -5.7250 4.1334 4.4696  0.23
H64 -5.9940 5.2811 3.1449  0.37
H65 -3.9811 2.9703 3.0971  0.23
H66 -3.5600 4.6776 3.3273  0.26
H67 -4.4920 5.0674 1.2541  0.27
C32 -5.9578 7.0116 7.9771  -1.06
C33 -6.0638 5.5743 7.5055  -0.23
O17 -5.2685 5.3717 6.3385  -0.44
H68 -6.2845 7.6965 7.1923  0.28
H69 -6.5690 7.1773 8.8661  0.33
H70 -4.9207 7.2658 8.2123  0.34
H71 -7.0958 5.3310 7.2515  0.29
H72 -5.7278 4.8836 8.2852  0.26
H73 -4.3554 5.5785 6.5693  0.25
C34 4.1015 -1.5390 9.5149  -0.87
C35 3.9959 -2.9794 9.0539  -0.28
O18 4.7881 -3.1820 7.8867  -0.51
H74 3.7696 -0.8605 8.7262  0.14
H75 3.4946 -1.3670 10.4059  0.34
H76 5.1393 -1.2815 9.7426  0.33
H77 2.9633 -3.2274 8.8061  0.27
H78 4.3373 -3.6653 9.8353  0.29
H79 5.7006 -2.9702 8.1152  0.30
C36 -6.1921 -7.3371 -6.4688  -0.98
C37 -6.4372 -6.5001 -5.2287  -0.23
O19 -5.6472 -6.9768 -4.1418  -0.48
H80 -6.4331 -8.3842 -6.2766  0.26
H81 -6.7984 -6.9836 -7.3051  0.34
H82 -5.1387 -7.2992 -6.7585  0.31
H83 -7.4841 -6.5572 -4.9298  0.28
H84 -6.1872 -5.4497 -5.4128  0.25
H85 -4.7212 -6.9164 -4.4097  0.27